10
Properties=species:S:1:pos:R:3:forces:R:3:lowdin_charge:R:1 method="wB97M-V/def2-TZVPD" gap_ev=10.22 total_charge=0 spin_multiplicity=1 e_homo_ev=-9.5
C 1.8740 1.5508 0.0105 -2.7 3.7 0.0 -0.274
C 2.7009 0.3806 -0.0365 -0.6 -0.8 -0.5 -0.761
P 3.4557 -0.9569 -0.0217 0.1 0.3 0.0 0.754
H 0.7650 1.5005 0.3715 2.0 -1.0 -0.2 0.085
H 1.6077 2.2516 -0.9121 1.4 -1.9 1.1 0.111
H 2.3368 2.2734 0.7250 -0.3 -0.4 -0.4 0.067
P -1.8298 -1.1111 0.0085 1.6 -1.6 1.1 0.543
H -2.0833 -2.1426 -0.9210 -0.9 0.3 -0.2 -0.217
H -3.0426 -0.9981 0.7844 0.4 -0.7 -0.5 -0.192
H -1.1236 -2.2993 0.7527 -1.1 2.0 -0.5 -0.115

---

10
Properties=species:S:1:pos:R:3:forces:R:3:lowdin_charge:R:1 method="wB97M-V/def2-TZVPD" gap_ev=9.45 total_charge=0 spin_multiplicity=1 e_homo_ev=-8.4
N 0.3366 1.1942 -0.3927 0.2 0.1 0.0 -0.046
C 1.3904 0.3820 -0.2981 -0.5 0.1 0.1 -0.061
C 0.7242 -0.8836 0.1875 0.1 -0.1 -0.1 -0.237
C -0.7643 -0.6811 0.1179 0.1 0.2 0.0 -0.089
C -0.9441 0.6043 -0.1904 0.0 -0.2 0.1 -0.114
H 0.4459 2.1837 -0.5627 0.0 -0.1 -0.1 0.120
H 1.0550 -0.7236 1.2314 -0.1 -0.3 0.2 0.122
H 1.1389 -1.8502 -0.1075 0.0 0.3 -0.1 0.103
H -1.5351 -1.4203 0.2992 0.1 0.2 0.0 0.096
H -1.8475 1.1945 -0.2846 0.1 -0.1 0.0 0.107

---

23
Properties=species:S:1:pos:R:3:forces:R:3:lowdin_charge:R:1 method="wB97M-V/def2-TZVPD" gap_ev=9.24 total_charge=-1 spin_multiplicity=1 e_homo_ev=-5.6
C -0.8103 -0.5315 1.0628 0.4 1.1 -0.3 -0.282
O -0.9536 -0.8498 -0.3025 -0.2 0.0 0.0 -0.157
C -0.2621 0.9020 1.2847 -0.6 -0.6 -0.8 -0.240
C -1.0890 1.9730 0.5673 0.2 0.1 1.0 -0.119
H -1.8122 -0.5564 1.4996 0.1 -0.4 0.2 0.107
H -0.0786 -1.1897 1.5375 -0.4 -0.3 0.2 0.100
H -0.3013 1.0583 2.3652 0.4 0.2 0.0 0.101
H 0.7492 0.9153 0.8729 0.2 0.1 0.4 0.086
H -2.1151 1.9484 0.9486 -0.1 -0.1 -0.4 0.067
H -0.7040 2.9572 0.8578 0.0 0.0 -0.3 0.060
H -1.0522 1.8574 -0.5114 -0.1 0.0 -0.1 0.062
H 1.8848 -1.5362 -1.6008 0.0 -0.1 -0.2 -0.020
H -0.0181 -0.9087 -0.6990 0.2 -0.2 0.0 0.030
O 1.5116 -0.9095 -0.9813 -0.2 0.3 0.2 -0.355
H 2.8426 -0.6421 1.7302 0.0 0.1 -0.1 -0.001
H 2.1860 -1.2456 0.4384 0.1 0.0 0.1 -0.029
O 2.5837 -1.4792 1.3420 -0.1 -0.1 0.0 -0.145
H 1.9035 0.6636 -1.3834 0.4 -0.2 -0.2 -0.025
H 1.4507 2.1152 -1.5938 0.1 0.1 -0.1 -0.007
O 2.2405 1.5705 -1.6627 -0.4 0.0 0.2 -0.138
H -2.6993 -0.8928 -0.6791 0.0 -0.1 -0.1 -0.007
H -3.4331 0.2302 -1.3093 -0.2 0.1 -0.1 0.013
O -3.6135 -0.6320 -0.9257 0.2 0.0 0.0 -0.101

---

15
Properties=species:S:1:pos:R:3:forces:R:3:lowdin_charge:R:1 method="wB97M-V/def2-TZVPD" gap_ev=9.75 total_charge=0 spin_multiplicity=1 e_homo_ev=-9.0
C 0.4786 -0.8117 1.5621 5.4 -0.7 0.2 -0.069
C -0.5324 -0.2293 0.7719 -2.1 0.4 -1.4 -0.311
C -1.3634 -0.3727 -0.2236 -0.4 1.0 1.6 -0.007
C -1.3763 0.9604 0.4967 -0.6 0.3 -0.2 -0.101
H 1.1857 -1.3809 0.7996 -1.5 0.6 1.9 0.115
H 0.2997 -1.3819 2.4641 -1.0 -0.7 -0.3 0.073
H 1.2155 -0.0954 2.0566 -1.0 -0.1 -1.0 0.102
H -1.9358 -0.8056 -1.0096 0.1 -0.7 -0.1 0.104
H -2.1635 1.2333 1.1847 -0.4 -0.3 0.3 0.072
H -1.1007 1.8418 -0.0711 0.8 0.0 0.0 0.072
O 0.6155 1.4108 -1.9349 -0.2 -0.4 -0.1 0.062
C 0.6577 0.2137 -1.7620 0.6 3.1 -0.5 -0.460
O 1.6688 -0.3915 -1.2149 3.2 -0.2 0.8 0.067
H -0.0836 -0.4523 -2.0471 -1.2 -1.3 -0.8 0.101
H 2.4343 0.2614 -1.0724 -1.7 -1.0 -0.2 0.180

---

91
Properties=species:S:1:pos:R:3:forces:R:3:lowdin_spin:R:1 method="wB97M-V/def2-TZVPD" s_squared=3.790 gap_ev="7.56 / 6.85" total_charge=+1 spin_multiplicity=4 e_homo_ev="-10.1 / -10.1"
Tc -0.3584 0.1636 0.7896 0.1 0.1 0.1 2.647
Te -3.6221 -2.3495 -2.7951 0.1 0.1 -0.1 0.001
C -5.2237 -1.1445 -2.1299 -0.2 -0.1 0.1 0.000
C -6.4120 -1.7450 -1.7343 0.1 0.0 0.0 0.000
C -7.4512 -0.9388 -1.2856 0.0 -0.1 0.0 0.000
N -7.3739 0.3838 -1.1975 -0.1 0.0 0.0 0.000
C -6.2361 0.9492 -1.5869 0.1 0.0 0.0 0.000
C -5.1451 0.2389 -2.0647 0.0 0.0 0.0 0.000
C -2.1374 -1.2838 -1.7901 0.1 0.2 -0.1 0.004
P -1.1864 -0.0530 -2.4330 -0.3 -0.1 0.1 0.000
C -0.8295 1.2043 -1.1853 0.1 -0.3 -0.2 -0.001
C 0.4415 1.8150 -1.0651 0.1 0.3 0.0 -0.002
C 0.5736 3.0966 -0.5247 -0.1 -0.1 0.0 0.050
C -0.5241 3.7498 0.0074 -0.2 -0.1 0.0 -0.014
C -1.7421 3.0755 0.0851 0.1 0.2 0.0 0.053
C -1.9009 1.8186 -0.4877 -0.1 -0.1 0.1 -0.009
C -1.8165 0.7534 -3.8997 0.1 -0.1 0.0 -0.001
C -2.2240 2.0839 -3.8679 0.0 0.1 0.1 0.000
C -2.7486 2.6754 -5.0069 0.0 0.0 0.0 0.000
C -2.8638 1.9449 -6.1805 0.0 0.0 0.0 0.000
C -2.4420 0.6220 -6.2200 0.0 0.0 0.0 0.000
C -1.9176 0.0278 -5.0864 0.0 -0.1 0.0 0.000
P -1.7775 -1.6268 -0.1025 0.1 0.0 0.1 0.026
C -3.3356 -1.7253 0.8293 0.0 -0.2 0.0 0.003
C -3.8043 -0.6122 1.5207 -0.1 0.1 0.0 0.011
C -5.0251 -0.6531 2.1786 0.0 0.0 0.0 0.001
C -5.7796 -1.8162 2.1657 0.0 0.0 0.0 0.001
C -5.3077 -2.9414 1.5028 0.0 0.0 0.0 0.000
C -4.0929 -2.8980 0.8374 0.0 0.0 0.0 -0.001
C -1.0935 -3.3019 0.0377 0.0 0.0 -0.1 0.006
C -0.6025 -3.9687 -1.0791 0.0 0.0 0.0 0.003
C -0.0279 -5.2247 -0.9510 0.0 0.0 0.0 0.000
C 0.0623 -5.8217 0.2974 0.0 0.0 0.0 0.002
C -0.4278 -5.1627 1.4169 0.0 0.0 0.0 0.000
C -1.0028 -3.9092 1.2890 0.0 0.0 0.0 0.002
H -6.5356 -2.8207 -1.7438 0.0 0.0 0.0 0.000
H -8.3870 -1.3896 -0.9718 0.0 0.0 0.0 0.000
H -6.1919 2.0324 -1.5222 0.0 0.0 0.0 0.000
H -4.2617 0.7701 -2.3930 0.0 0.0 0.0 0.000
H 1.3139 1.3371 -1.4878 0.0 0.0 -0.1 0.001
H 1.5526 3.5554 -0.5060 0.0 0.0 0.0 0.003
H -0.4296 4.7461 0.4157 0.0 0.0 0.0 -0.002
H -2.5877 3.5398 0.5760 0.0 0.0 0.0 0.003
H -2.8793 1.3496 -0.5084 0.0 0.0 0.0 0.002
H -2.1354 2.6773 -2.9650 0.0 -0.1 0.0 0.000
H -3.0624 3.7099 -4.9737 0.0 0.0 0.0 0.000
H -3.2775 2.4062 -7.0672 0.0 0.0 0.0 0.000
H -2.5222 0.0518 -7.1355 0.0 0.0 0.0 0.000
H -1.5897 -1.0027 -5.1289 0.0 0.0 0.0 0.000
H -3.2172 0.2995 1.5640 0.0 0.0 0.0 0.007
H -5.3834 0.2218 2.7054 0.0 0.0 0.0 0.000
H -6.7307 -1.8493 2.6809 0.0 0.0 0.0 0.000
H -5.8890 -3.8544 1.4996 0.0 0.0 0.0 0.000
H -3.7333 -3.7774 0.3194 0.0 0.0 0.0 0.000
H -0.6810 -3.5087 -2.0579 0.0 0.0 0.0 0.000
H 0.3419 -5.7407 -1.8277 0.0 0.0 0.0 0.000
H 0.5085 -6.8022 0.3980 0.0 0.0 0.0 0.000
H -0.3651 -5.6273 2.3923 0.0 0.0 0.0 0.000
H -1.3916 -3.4057 2.1669 0.0 0.0 0.0 0.001
C -1.7880 -0.2987 4.6439 0.0 0.0 0.0 0.003
C -0.5473 -0.5949 5.4606 0.0 0.0 -0.1 0.001
C -0.2717 -2.0767 5.6144 0.0 0.0 0.0 0.002
O 0.6596 0.0657 4.9398 0.0 0.0 -0.2 0.003
P 1.1070 0.3404 3.4516 -0.2 0.2 0.1 0.022
S 0.1099 1.8156 2.5135 0.2 -0.1 0.0 0.049
S 0.8428 -1.2599 2.2452 0.0 -0.3 0.1 0.058
O 2.5972 0.8009 3.6053 -0.1 -0.1 0.1 0.007
C 3.6483 0.1959 4.4414 0.0 0.1 0.0 0.001
C 3.5842 0.7884 5.8326 0.1 0.0 0.0 0.000
C 3.6039 -1.3162 4.4143 0.0 0.0 0.0 0.000
H -2.6454 -0.7388 5.1553 0.0 0.0 0.0 0.000
H -1.7330 -0.7425 3.6484 0.0 0.0 0.0 0.003
H -1.9574 0.7727 4.5480 0.0 0.0 0.0 0.000
H -0.6428 -0.1324 6.4421 0.0 0.0 0.0 0.000
H -0.1870 -2.5636 4.6430 0.0 0.0 0.0 0.001
H -1.0933 -2.5390 6.1630 0.0 0.0 0.0 0.000
H 0.6449 -2.2440 6.1795 0.0 0.0 0.0 0.000
H 4.5520 0.5388 3.9389 0.0 0.0 0.0 0.000
H 2.7223 0.4168 6.3840 0.0 0.0 0.0 0.000
H 3.5341 1.8751 5.7822 0.0 0.0 0.0 0.000
H 4.4889 0.5148 6.3776 0.0 0.0 0.0 0.000
H 2.7077 -1.7002 4.9038 0.0 0.0 0.0 0.000
H 4.4666 -1.6987 4.9605 0.0 0.0 0.0 0.000
H 3.6477 -1.6991 3.3954 0.0 0.0 0.0 0.000
C 2.1326 -1.9947 -3.1525 0.0 -0.1 0.0 0.002
C 1.2017 -1.2143 -2.2919 0.0 0.4 -0.1 0.005
O 0.2947 -0.5035 -3.0349 0.0 -0.2 0.1 0.001
O 1.2285 -1.1359 -1.0928 0.0 -0.2 0.0 0.045
H 2.5437 -1.3481 -3.9271 0.0 0.0 0.0 0.000
H 1.5665 -2.7814 -3.6539 0.0 0.0 0.0 0.000
H 2.9221 -2.4292 -2.5481 0.0 0.0 0.0 0.000